Record 1
Computed, not measured: a cluster of 9 separate species, C32H66NO17S7 in total at a distorted geometry, with ωB97M-V/def2-TZVPD.

For the gap between HOMO and LUMO, the calculation gives 0.3798 Ha. Its total energy is -146378.909 eV. Its LUMO energy is -1.5 eV. The highest occupied orbital energy comes out at -11.86 eV. The energy relative to the best compared isomer or geometry (same formula, charge and spin) comes out at 41.9 kcal/mol. As for the net charge: +1.

Last column: Löwdin charge in e.
Positions of all 123 atoms, in Å:
1 N 0.63776 0.26116 0.41577  0.338
2 H -0.17981 0.46005 -0.03311  0.034
3 H 1.44799 0.56852 -0.10346  0.100
4 H 0.64901 -0.73276 0.53747  0.072
5 H 0.41945 0.65837 1.35043  0.131
6 C -5.56199 -2.57335 0.13886  -0.043
7 C -4.45988 -2.04409 -0.73035  -0.365
8 C -5.05799 -0.93183 -1.73848  -0.056
9 O -4.36349 0.24014 -1.34309  0.116
10 C -3.48247 -0.02668 -0.44967  -0.579
11 O -2.67069 0.75467 -0.02180  0.136
12 O -3.44421 -1.34581 -0.07373  0.063
13 H -4.92031 -3.05028 0.87652  0.057
14 H -6.26015 -3.48298 -0.27677  0.157
15 H -6.01934 -1.65818 0.67989  0.122
16 H -3.97811 -2.90447 -1.30430  0.154
17 H -6.07907 -0.90990 -1.73144  0.083
18 H -4.91627 -1.24861 -2.88837  0.172
19 C -3.48951 0.22943 3.85876  -0.178
20 C -4.11332 -1.19630 3.68114  -0.203
21 C -2.98439 -2.17184 3.42220  -0.230
22 S -1.50368 -1.45295 4.15336  0.676
23 O -0.51359 -1.08979 3.20005  -0.298
24 O -1.14682 -2.34067 5.26619  -0.330
25 C -2.26880 -0.00627 4.73780  -0.227
26 H -4.14555 0.84184 4.34634  0.092
27 H -3.33310 0.43611 2.84153  0.085
28 H -4.79954 -1.22336 2.84362  0.087
29 H -4.66079 -1.47621 4.67939  0.153
30 H -2.72239 -2.07861 2.42992  0.039
31 H -3.30206 -3.26867 3.62318  0.157
32 H -1.70919 0.87572 4.69286  0.085
33 H -2.58941 0.03879 5.75280  0.112
34 C 0.02374 -3.37339 -4.18067  -0.176
35 C 0.20718 -2.35741 -5.39752  -0.163
36 C 0.33606 -0.90821 -4.79863  -0.176
37 S -0.55637 -0.97551 -3.14013  0.612
38 O -1.81780 -0.33851 -3.23011  -0.307
39 O 0.39736 -0.59960 -2.17295  -0.302
40 C -0.85410 -2.69921 -3.02813  -0.221
41 H 0.98829 -3.53333 -3.92706  0.058
42 H -0.33463 -4.43768 -4.31051  0.125
43 H -0.78712 -2.35729 -5.95302  0.129
44 H 1.01820 -2.39781 -6.06856  0.089
45 H -0.03100 -0.19155 -5.43546  0.059
46 H 1.35781 -0.64944 -4.41484  0.108
47 H -2.04664 -2.71865 -3.23996  0.147
48 H -0.63054 -3.10792 -1.96073  0.100
49 C 4.32735 -1.34606 4.78420  -0.180
50 C 3.26777 -2.39857 5.09721  -0.169
51 C 2.40134 -2.85000 3.84759  -0.206
52 S 3.15006 -2.02957 2.55146  0.581
53 O 2.47430 -0.89164 2.32201  -0.248
54 O 3.46611 -2.92579 1.47336  -0.288
55 C 4.62078 -1.50949 3.32796  -0.199
56 H 5.17759 -1.30452 5.48596  0.133
57 H 3.87262 -0.36109 4.69582  0.113
58 H 2.58058 -2.32996 5.95144  0.108
59 H 3.95961 -3.33360 5.46211  0.160
60 H 1.39974 -2.46000 3.93545  0.072
61 H 2.54469 -3.87766 3.50776  0.105
62 H 4.85558 -0.64278 2.95695  0.074
63 H 5.21058 -2.06721 3.15152  -0.038
64 C -0.37519 5.10117 -4.17159  -0.165
65 C -1.80188 4.53987 -3.79701  -0.197
66 C -1.50698 3.07181 -3.62838  -0.267
67 S 0.13477 2.85749 -3.07073  0.694
68 O 0.96308 2.12260 -4.04018  -0.333
69 O 0.15550 2.40020 -1.64450  -0.366
70 C 0.70068 4.55578 -3.06979  -0.204
71 H -0.07015 6.23835 -4.06256  0.146
72 H -0.10444 4.62929 -5.15744  0.121
73 H -2.53980 4.64164 -4.52322  0.084
74 H -2.35856 4.91916 -2.83793  0.146
75 H -1.59315 2.73462 -4.62561  0.098
76 H -2.18999 2.47951 -3.01572  0.115
77 H 1.77373 4.57017 -3.16953  0.087
78 H 0.44093 4.99055 -2.06517  0.107
79 C -0.80717 -5.74523 -0.96287  -0.143
80 C 0.45362 -6.42215 -0.27685  -0.150
81 C 1.17666 -5.28966 0.59070  -0.203
82 S -0.12615 -4.20451 1.05723  0.604
83 O 0.18248 -2.93083 0.45472  -0.308
84 O -0.41117 -4.44129 2.39924  -0.261
85 C -1.41710 -4.76920 0.10199  -0.197
86 H -1.34708 -6.57170 -1.22938  0.084
87 H -0.34668 -5.40873 -1.76892  0.039
88 H 1.30839 -6.92983 -1.01903  0.179
89 H 0.11589 -7.15087 0.43252  0.088
90 H 1.73199 -4.77170 -0.03558  0.034
91 H 1.75672 -5.73184 1.42188  0.127
92 H -1.79908 -3.92582 -0.23790  0.024
93 H -1.98172 -5.35108 0.82567  0.123
94 C 5.76327 3.00363 -2.84896  -0.232
95 C 6.39418 3.44371 -1.61876  -0.236
96 C 5.69069 2.78619 -0.50849  -0.266
97 S 4.17311 2.18594 -1.12456  0.764
98 O 3.27154 3.43079 -1.12529  -0.335
99 O 3.85229 1.00959 -0.35112  -0.314
100 C 4.83178 1.83484 -2.67460  -0.196
101 H 6.44084 2.48610 -3.63035  0.156
102 H 5.45615 3.89037 -3.36940  0.119
103 H 6.37135 4.57302 -1.37544  0.156
104 H 7.50643 3.12341 -1.71305  0.155
105 H 5.37813 3.38646 0.31259  0.107
106 H 6.27416 2.08742 -0.05247  0.084
107 H 4.11036 1.83578 -3.29372  0.051
108 H 5.30142 1.02624 -2.67518  0.050
109 C -1.04035 5.92632 2.47889  -0.248
110 C -0.59651 5.54897 1.03192  -0.272
111 C -1.56884 4.56164 0.42136  -0.239
112 S -2.01789 3.53257 1.85631  0.627
113 O -1.28589 2.29127 2.06084  -0.331
114 O -3.43324 3.50511 1.90652  -0.309
115 C -1.50413 4.62590 3.11157  -0.278
116 H -1.78749 6.78273 2.22193  0.136
117 H -0.26277 6.61519 3.07633  0.155
118 H 0.38990 4.85341 0.93030  0.157
119 H -0.34569 6.63440 0.64058  0.146
120 H -1.27476 3.85878 -0.38427  0.076
121 H -2.49536 5.12190 0.09505  0.123
122 H -0.56330 4.02978 3.61973  0.161
123 H -2.20499 4.62308 3.98174  0.117

Atomic forces in eV per Å
N 0.8 -0.3 2.7
H -2.8 0.9 -2.5
H 0.4 0.5 0.2
H 0.3 -1.1 0.2
H 1.1 0.0 -0.3
C -0.3 -0.8 1.4
C -1.3 -0.5 -4.0
C 3.4 -3.0 -2.4
O -2.2 0.2 -1.7
C 3.4 0.2 1.8
O -0.7 -0.5 -0.2
O -0.4 0.6 0.4
H -0.5 -0.5 0.8
H 1.6 2.9 0.7
H -0.1 -1.8 -1.0
H -0.5 1.1 0.6
H -2.7 0.9 1.0
H 0.6 1.1 2.4
C 0.4 -4.1 -0.4
C -1.0 0.0 2.8
C -1.0 -1.1 0.9
S -0.6 -2.8 3.5
O 0.7 0.2 -1.2
O 0.2 1.1 -1.0
C -1.4 1.5 -0.6
H -1.7 1.9 0.8
H 1.0 1.5 -1.1
H -0.4 0.0 0.1
H 0.8 0.3 -1.9
H 0.3 -0.1 -2.6
H 1.3 1.9 0.2
H 1.8 1.0 -0.6
H -0.2 -1.2 0.9
C -2.5 0.3 -0.7
C -3.9 1.1 1.4
C 1.0 -2.9 3.2
S 1.2 -0.6 -2.8
O -1.9 1.3 0.1
O 1.3 0.6 1.8
C -1.5 -1.7 -0.3
H 3.2 -0.3 1.9
H -0.1 1.4 -0.8
H 1.4 0.0 0.2
H 0.9 -1.2 -0.7
H -1.0 1.8 -1.2
H -0.8 -0.3 -0.8
H 2.9 -0.5 0.4
H -0.3 1.0 -2.0
C -1.6 1.3 0.0
C 1.2 -4.2 1.5
C 1.3 -0.2 1.3
S 4.3 -5.3 0.3
O -5.0 7.7 -2.2
O 0.0 -0.4 -0.4
C -12.2 7.3 5.5
H -0.4 -0.2 -0.5
H -0.2 0.3 1.2
H 0.4 0.8 -0.2
H -1.8 1.7 -1.1
H -0.5 -0.4 -0.1
H -0.7 -0.2 0.9
H 1.3 4.8 -2.5
H 13.8 -13.1 -4.0
C 2.2 1.8 1.1
C 1.0 1.3 3.7
C -1.2 -0.4 0.0
S 3.2 -1.3 3.1
O -1.2 0.5 0.7
O -0.6 0.4 -2.5
C -3.3 -0.3 0.1
H -1.6 -2.0 -1.1
H -0.1 1.0 0.8
H -0.9 0.4 -1.6
H 1.7 -0.1 -1.5
H 0.4 -1.2 -1.0
H 0.2 0.2 0.1
H 0.2 0.1 -0.7
H 0.2 -0.4 -0.9
C 1.6 -0.8 4.8
C 2.2 0.5 -0.1
C -2.5 -4.0 1.2
S 2.7 0.3 -2.3
O 0.2 1.1 0.5
O -0.9 0.4 3.7
C 1.4 -5.6 -0.1
H -2.3 -1.6 -0.7
H 1.1 2.7 -3.9
H -2.7 1.3 1.8
H -0.1 -0.8 0.2
H 3.1 2.6 -2.6
H -0.5 0.6 -0.3
H -2.6 3.5 -1.7
H -0.8 0.1 -0.4
C 1.2 -0.9 -4.9
C 3.8 2.1 1.6
C -0.9 1.1 0.8
S -1.7 2.9 2.4
O 2.1 -3.8 -0.7
O -1.2 -0.2 -0.3
C -0.5 7.3 3.4
H -0.1 1.4 1.3
H -1.2 0.0 -0.5
H 0.1 -1.7 -1.2
H -1.7 0.7 0.8
H -0.1 1.0 0.5
H 1.2 -2.7 1.0
H -5.2 -0.1 -4.9
H 3.9 -7.1 0.4
C 0.4 2.6 -0.4
C 4.3 0.2 -0.2
C -1.7 0.8 -0.6
S 0.3 -0.5 0.4
O 0.1 0.7 -0.8
O -2.0 -0.5 -0.2
C 2.9 -0.6 3.4
H 0.2 -1.9 1.0
H -1.3 -2.2 -1.2
H -1.5 2.2 0.9
H -0.7 -2.6 -0.5
H 0.4 0.7 0.5
H 0.6 -1.0 0.5
H -1.9 1.7 -1.4
H 0.1 0.3 -1.2

=====

Record 2
Computed, not measured: a structure of composition C32H67FNO11PS at a distorted geometry, with ωB97M-V/def2-TZVPD.

For the gap between HOMO and LUMO, the calculation gives 0.3508 Ha. Its total energy is -81124.262 eV. Its LUMO energy is 0.4 eV. The highest occupied orbital energy comes out at -9.14 eV. As for the net charge: 0.

Last column: Löwdin charge in e.
Positions of all 114 atoms, in Å:
1 C 0.76983 1.09606 -1.24265  -0.108
2 C -0.72165 0.72425 -1.16887  -0.234
3 C -1.45649 1.49253 -0.03580  -0.210
4 C -2.21468 0.53247 0.89257  -0.197
5 C -1.21624 -0.31015 1.72075  -0.205
6 C -1.33824 -1.82625 1.53392  -0.202
7 C -0.56924 -2.53906 2.67524  -0.170
8 C 0.93295 -2.52164 2.32309  -0.217
9 N 1.63550 -3.79424 2.65959  -0.231
10 P 3.32617 -3.57944 2.84515  0.344
11 O 4.01850 -3.34764 1.60044  -0.222
12 O 3.88292 -4.80716 3.67329  -0.088
13 O 3.62145 -2.32642 3.78924  -0.106
14 S 1.23597 -5.03652 1.65255  0.536
15 O 0.21714 -4.68322 0.74608  -0.212
16 O 2.34489 -5.64632 1.04796  -0.214
17 F 0.64395 -6.07124 2.64197  -0.117
18 H 1.16410 0.88154 -2.23214  0.061
19 H 0.88985 2.14999 -0.99666  0.064
20 H 1.34915 0.52423 -0.51502  0.060
21 H -1.18805 1.00434 -2.11058  0.095
22 H -0.78967 -0.34537 -0.97631  0.091
23 H -0.71480 2.01281 0.57252  0.102
24 H -2.15092 2.19820 -0.48905  0.096
25 H -2.89765 -0.11421 0.34463  0.111
26 H -2.75971 1.16660 1.59242  0.102
27 H -0.18500 -0.01929 1.49891  0.104
28 H -1.37264 -0.09557 2.77956  0.107
29 H -2.37091 -2.17490 1.53878  0.116
30 H -0.89248 -2.14999 0.59482  0.098
31 H -0.76193 -2.02256 3.61153  0.110
32 H -0.91140 -3.57063 2.72633  0.096
33 H 1.09525 -2.28338 1.27349  0.121
34 H 1.37172 -1.69717 2.87990  0.113
35 H 4.64319 -4.42169 4.14904  0.094
36 H 3.57115 -1.55404 3.19584  0.081
37 C -1.58234 -7.96391 0.41812  -0.178
38 C -2.25122 -9.29777 0.10941  -0.173
39 C -3.57582 -8.84852 -0.49071  -0.211
40 O -3.32773 -7.59850 -1.13795  -0.141
41 C -2.03723 -7.10793 -0.75383  -0.202
42 H -0.49826 -8.02410 0.50357  0.109
43 H -1.97617 -7.55831 1.35359  0.114
44 H -1.66688 -9.84285 -0.63580  0.113
45 H -2.37582 -9.94082 0.97980  0.110
46 H -4.32971 -8.68637 0.28787  0.115
47 H -3.97462 -9.55959 -1.21557  0.114
48 H -1.36203 -7.21654 -1.60913  0.120
49 H -2.10897 -6.05007 -0.50244  0.110
50 C 6.32636 1.76968 5.08823  -0.171
51 C 7.21366 1.32293 3.93236  -0.170
52 C 6.30046 0.35635 3.19417  -0.203
53 O 4.96004 0.82184 3.40226  -0.157
54 C 4.95774 1.82293 4.42682  -0.203
55 H 6.62124 2.72155 5.52718  0.112
56 H 6.33338 1.01358 5.87678  0.115
57 H 7.45104 2.17711 3.29394  0.114
58 H 8.14934 0.86394 4.24749  0.113
59 H 6.37784 -0.65603 3.60467  0.114
60 H 6.50618 0.31223 2.12467  0.120
61 H 4.78356 2.79459 3.95286  0.117
62 H 4.14282 1.62674 5.12441  0.116
63 C 1.15672 4.59735 -5.25671  -0.168
64 C 0.40579 3.72933 -6.25908  -0.170
65 C 0.19441 2.44881 -5.46432  -0.198
66 O 0.09058 2.83388 -4.08931  -0.155
67 C 0.49534 4.19656 -3.94706  -0.205
68 H 1.08649 5.66531 -5.45884  0.112
69 H 2.21389 4.32188 -5.24290  0.114
70 H -0.55826 4.18552 -6.49758  0.112
71 H 0.94445 3.56646 -7.19142  0.111
72 H 1.04929 1.77164 -5.56562  0.118
73 H -0.70836 1.91303 -5.75927  0.118
74 H -0.40040 4.79784 -3.75599  0.098
75 H 1.16533 4.29121 -3.09120  0.119
76 C -3.32823 6.03748 -3.12759  -0.173
77 C -4.82902 6.22681 -2.94504  -0.164
78 C -5.32311 4.78934 -2.90311  -0.195
79 O -4.26216 4.01054 -2.33718  -0.140
80 C -3.06942 4.79695 -2.28551  -0.211
81 H -2.73376 6.89554 -2.81480  0.112
82 H -3.10410 5.83199 -4.17822  0.111
83 H -5.02699 6.71933 -1.98936  0.117
84 H -5.29757 6.81169 -3.73395  0.085
85 H -5.52521 4.41075 -3.91030  0.118
86 H -6.22416 4.66892 -2.30089  0.117
87 H -2.88128 5.06001 -1.23803  0.119
88 H -2.22881 4.20465 -2.64991  0.097
89 C 5.42929 -7.00974 7.91679  -0.171
90 C 4.56757 -6.43494 6.79987  -0.176
91 C 3.97092 -5.20454 7.46790  -0.203
92 O 4.93751 -4.74897 8.41901  -0.139
93 C 5.94985 -5.74624 8.58679  -0.206
94 H 6.22657 -7.66343 7.56630  0.112
95 H 4.80630 -7.57540 8.61347  0.115
96 H 5.19992 -6.13757 5.95929  0.103
97 H 3.81170 -7.12431 6.42780  0.116
98 H 3.05099 -5.45254 8.00761  0.119
99 H 3.75063 -4.40252 6.76124  0.106
100 H 6.86493 -5.38870 8.10187  0.116
101 H 6.15226 -5.88262 9.64948  0.116
102 C -5.50159 8.87778 -7.29976  -0.172
103 C -6.24753 8.01132 -8.30360  -0.174
104 C -6.44040 6.72346 -7.51936  -0.204
105 O -6.54226 7.08966 -6.13745  -0.151
106 C -6.14949 8.46236 -5.98773  -0.207
107 H -5.58458 9.94614 -7.49377  0.112
108 H -4.44131 8.61333 -7.29445  0.114
109 H -7.21729 8.45908 -8.53320  0.114
110 H -5.71227 7.86176 -9.24009  0.112
111 H -5.57910 6.05617 -7.63184  0.117
112 H -7.33911 6.18179 -7.81563  0.117
113 H -7.05074 9.05049 -5.78529  0.119
114 H -5.47307 8.55831 -5.13743  0.104

Atomic forces in eV per Å
C -0.4 -0.3 0.1
C 0.5 0.8 0.5
C -0.1 -1.1 -0.4
C 0.9 0.7 0.4
C -0.5 -0.4 -0.3
C 0.4 -0.1 0.9
C 0.1 -0.2 -1.3
C -0.7 0.5 0.4
N 0.4 -0.1 0.3
P 1.1 0.1 -0.4
O 0.2 0.2 -1.5
O -0.4 0.5 0.7
O -1.2 -0.1 0.3
S 0.0 -0.4 -1.5
O -1.4 0.8 0.4
O 1.5 -0.6 0.8
F -0.1 0.1 0.5
H 0.2 0.1 -0.1
H 0.2 0.1 -0.3
H 0.0 0.0 0.1
H -0.1 -0.4 -0.1
H -0.2 -0.1 -0.3
H -0.1 0.3 0.0
H 0.1 0.3 0.1
H -0.1 0.1 -0.1
H -0.4 -0.2 0.0
H 0.0 0.1 0.0
H 0.0 0.0 0.1
H -0.1 0.3 0.0
H -0.2 0.0 -0.2
H 0.0 -0.2 0.2
H 0.0 0.0 0.2
H -0.1 -0.2 -0.1
H 0.4 -0.3 0.2
H -0.1 -0.6 0.0
H 0.5 0.2 0.4
C -0.1 0.1 0.2
C 0.1 -0.1 -0.1
C -0.1 0.1 0.1
O 0.1 -0.1 0.1
C 0.0 0.0 -0.2
H 0.0 0.0 0.0
H 0.0 0.0 0.0
H 0.0 0.0 0.0
H 0.0 0.0 0.0
H 0.0 -0.1 0.0
H 0.0 0.1 0.0
H 0.1 0.0 0.0
H -0.1 0.0 0.0
C 0.0 -0.1 0.1
C 0.0 0.2 -0.1
C 0.0 -0.2 0.0
O 0.0 -0.1 0.1
C -0.1 0.1 -0.1
H 0.0 0.0 0.0
H 0.0 0.0 0.0
H 0.0 0.0 0.0
H 0.0 0.0 0.0
H 0.1 0.0 0.0
H -0.1 0.0 0.0
H 0.0 0.0 0.1
H 0.0 -0.1 -0.1
C 0.2 -0.1 0.0
C -0.2 0.1 0.0
C 0.1 -0.1 0.0
O 0.0 0.1 -0.1
C -0.2 0.1 0.1
H 0.0 0.0 0.0
H 0.0 0.0 0.0
H 0.0 0.0 0.0
H 0.0 0.0 0.0
H 0.0 0.0 -0.1
H 0.0 0.0 0.1
H 0.1 0.1 0.0
H 0.0 -0.1 0.0
C 0.0 0.0 -0.2
C 0.0 0.1 0.2
C 0.0 -0.1 -0.2
O 0.0 0.1 0.0
C 0.0 -0.1 0.2
H 0.0 0.0 0.0
H 0.0 0.0 0.0
H 0.0 0.0 0.0
H 0.0 -0.1 0.0
H -0.1 0.1 0.0
H 0.0 -0.1 0.0
H 0.1 0.1 0.0
H -0.1 -0.1 0.0
C -0.1 -0.1 0.1
C 0.1 0.0 -0.1
C -0.1 0.0 0.2
O 0.0 -0.1 -0.1
C 0.1 0.1 -0.1
H 0.0 0.0 0.0
H 0.0 0.0 0.0
H 0.0 0.0 0.0
H 0.0 0.0 0.0
H 0.0 0.0 -0.1
H 0.0 0.1 0.1
H 0.0 -0.1 0.0
H 0.0 0.1 0.0
C 0.2 0.0 0.0
C -0.2 0.1 0.0
C 0.1 -0.2 0.1
O 0.2 0.3 -0.2
C -0.2 0.0 0.0
H 0.0 0.0 0.0
H 0.0 0.0 0.0
H 0.0 0.0 0.0
H 0.0 0.0 0.0
H 0.0 0.0 -0.1
H 0.0 0.0 0.1
H 0.1 0.1 0.0
H 0.0 -0.1 0.0